(1)
This record from the Open Molecules 2025 dataset describes a molecular structure, C13H23BN6PdSi in a non-equilibrium geometry. The level of theory is the ωB97M-V functional and the def2-TZVPD basis.

Last column: Löwdin spin population.
Cartesian coordinates (Å):
H (-0.132062, -3.517412, 1.236649)  0.001
N (0.727141, -1.984790, 0.057884)  0.069
B (1.969797, -0.487222, -1.500069)  0.004
N (1.477482, -1.893890, -1.062299)  0.003
C (1.772692, -3.152118, -1.434534)  0.000
Pd (-0.162433, 0.898748, 0.903605)  0.812
H (2.382473, -3.285845, -2.303511)  0.000
C (1.157075, -4.035855, -0.557086)  0.001
H (1.186901, -5.105716, -0.624337)  0.000
C (0.471429, -3.255454, 0.379717)  0.007
H (2.821140, -0.619905, -2.330939)  0.000
C (-0.334209, 2.767332, 1.607918)  0.356
H (-1.125339, 2.754466, 2.366903)  0.041
H (-0.524871, 3.427282, 0.755895)  0.026
H (0.666001, 2.998780, 2.002385)  0.029
N (2.575856, 0.226567, -0.241557)  0.008
N (0.852224, 0.458188, -2.040958)  0.013
N (1.803823, 0.654643, 0.833882)  0.024
N (-0.098725, 1.018047, -1.214711)  0.100
C (3.858881, 0.601327, -0.030301)  0.023
C (0.671896, 0.939540, -3.291503)  0.008
H (4.606908, 0.435246, -0.793469)  0.002
H (1.323308, 0.626608, -4.094913)  0.001
C (3.927234, 1.234773, 1.209510)  0.002
C (-0.408539, 1.810389, -3.277858)  0.002
C (2.627077, 1.240635, 1.729177)  0.030
C (-0.868937, 1.839738, -1.953536)  0.009
H (4.793002, 1.671975, 1.667847)  0.000
H (-0.827409, 2.350084, -4.104333)  0.001
H (2.249178, 1.671223, 2.646399)  0.004
H (-1.696961, 2.383261, -1.509940)  0.000
H (0.265059, -1.129186, 0.398759)  0.074
C (-2.722749, -1.339606, -0.248621)  0.040
Si (-2.221028, -0.073615, 1.079798)  0.199
C (-3.322127, 1.430361, 0.841789)  0.019
C (-2.571390, -0.855473, 2.763196)  0.063
H (-2.432639, -1.029023, -1.259744)  0.000
H (-3.821757, -1.446990, -0.249367)  0.007
H (-2.300149, -2.334244, -0.056739)  0.000
H (-4.326194, 1.157772, 1.190668)  0.003
H (-2.947702, 2.284299, 1.414509)  0.001
H (-3.381257, 1.703321, -0.218181)  0.000
H (-3.647342, -1.074538, 2.852515)  0.011
H (-2.019539, -1.798708, 2.888046)  0.002
H (-2.293218, -0.165015, 3.571455)  0.003

Atomic forces in eV per Å
0.0 0.1 -0.2
0.0 -1.0 -0.7
0.3 1.4 0.3
-0.6 -0.6 0.9
-0.4 0.9 0.4
-2.3 -2.1 0.3
0.2 -0.3 -0.1
-0.1 -0.1 0.0
0.0 -0.1 0.1
0.8 0.2 -0.8
0.0 -0.1 -0.1
0.3 1.4 0.2
0.3 0.3 -0.1
-0.3 0.1 0.3
-0.4 0.2 0.2
-0.2 0.7 1.1
-1.0 0.3 0.5
4.3 -0.3 0.2
-0.4 0.5 -1.5
-0.5 0.2 0.6
-0.3 0.1 0.2
0.0 -0.1 0.2
-0.1 0.1 0.1
0.3 -0.1 -0.3
0.1 -0.1 -0.1
0.3 -0.8 -1.8
1.2 -1.1 -0.1
0.2 0.0 0.0
0.1 0.1 -0.2
0.0 -0.2 -0.2
0.3 -0.2 0.0
-0.4 0.5 0.6
-0.4 -0.1 0.0
-0.1 0.2 -0.3
-0.7 -0.3 0.2
-0.3 0.0 0.1
0.1 0.0 0.2
0.3 0.0 0.0
-0.1 0.1 -0.1
-0.1 0.3 -0.1
-0.2 -0.2 -0.1
0.0 0.0 0.2
0.2 0.0 0.1
-0.1 0.3 0.0
0.0 -0.2 -0.1

molar mass	408.7	g mol⁻¹
HOMO-LUMO gap (spin up / spin down)	6.05 / 7.03	eV
LUMO (spin up / spin down)	0.517 / 0.136	eV
energy relative to the best compared isomer or geometry (same formula, charge and spin)	0.00	kcal per mole
multiplicity	3
net charge	0

(2)
This record from the Open Molecules 2025 dataset describes a gas-phase ion, C10H9O (charge +1) in a non-equilibrium geometry. The level of theory is the ωB97M-V functional and the def2-TZVPD basis.

Last column: Löwdin charge in e.
Cartesian coordinates (Å):
C (-3.236426, 0.049394, -0.240670)  -0.033
C (-2.701455, -1.196578, 0.126164)  -0.010
C (-2.404053, 1.101570, -0.496812)  -0.052
C (-1.309475, -1.322090, 0.287866)  0.028
C (-1.025768, 1.011803, -0.245015)  0.009
C (-0.441741, -0.213609, 0.099027)  -0.174
C (3.202475, 0.463620, 0.160611)  0.005
C (1.924288, 0.621882, 0.646921)  -0.015
C (3.364922, -0.694641, -0.612277)  -0.206
C (0.974165, -0.351586, 0.443958)  0.052
O (2.405705, -1.393394, -0.926098)  0.094
H (-4.323146, 0.130780, -0.462282)  0.139
H (-3.233718, -2.083948, 0.163220)  0.095
H (-2.924477, 2.061981, -0.829493)  0.149
H (-0.831713, -2.257282, 0.456737)  0.118
H (-0.495647, 1.897969, -0.501502)  0.116
H (4.110951, 1.122957, 0.464244)  0.170
H (1.568069, 1.582686, 1.217750)  0.197
H (4.431712, -1.095079, -0.840658)  0.179
H (1.173717, -1.284022, 0.899460)  0.138

Atomic forces in eV per Å
-1.1 -1.7 -0.4
2.7 1.3 -0.2
0.1 2.1 0.2
-0.7 0.9 -0.6
-1.5 0.3 -1.3
0.8 0.2 0.8
0.1 3.1 2.4
2.3 3.8 0.7
1.8 -3.1 -1.3
-3.8 -1.3 -1.1
-0.2 0.8 0.2
0.9 0.0 0.4
-1.4 -1.3 0.3
1.3 -1.3 0.5
0.0 -0.8 0.3
0.9 0.4 0.2
-2.0 -1.1 -0.8
1.0 -1.9 -1.1
-1.6 0.7 0.3
0.4 -1.2 0.3

molar mass	145.2	g mol⁻¹
HOMO-LUMO gap	7.45	eV
LUMO	-6.224	eV
energy relative to the best compared isomer or geometry (same formula, charge and spin)	33.13	kcal per mole
net charge	+1

(3)
This record from the Open Molecules 2025 dataset describes a molecular structure, C2H3CsO2 in a non-equilibrium geometry. The level of theory is the ωB97M-V functional and the def2-TZVPD basis.

Last column: Löwdin charge in e.
Cartesian coordinates (Å):
O (-0.864865, 0.363007, 0.225013)  -0.351
O (0.734230, 1.013601, -0.212944)  -0.479
C (-0.211170, -0.784847, 0.626062)  -0.382
C (0.476030, -1.057538, -0.518681)  -0.049
H (-0.077775, -1.139114, 1.646059)  0.083
H (-0.677972, -0.532713, -1.129942)  0.199
H (1.422981, -1.595315, -0.392602)  0.045
Cs (-0.801459, 3.732918, -0.242966)  0.934

Atomic forces in eV per Å
-0.2 0.1 2.3
-0.8 2.2 -0.1
-0.4 0.6 -1.3
-3.0 -0.9 0.4
0.0 0.7 0.0
4.3 -1.4 -0.2
-0.4 -0.3 -1.2
0.4 -1.1 0.1

molar mass	191.9	g mol⁻¹
HOMO-LUMO gap (spin up / spin down)	4.66 / 5.20	eV
LUMO (spin up / spin down)	-0.792 / -0.829	eV
energy relative to the best compared isomer or geometry (same formula, charge and spin)	217.36	kcal per mole
net charge	0

(4)
This record from the Open Molecules 2025 dataset describes a molecular structure, C21H22Br2ClNO3PPdS2. The level of theory is the ωB97M-V functional and the def2-TZVPD basis.

Last column: Löwdin spin population.
Cartesian coordinates (Å):
Pd (0.093489, 0.515965, -0.405521)  0.662
C (-3.001224, -3.679016, 3.645152)  0.000
C (-2.812087, -2.345087, 2.952289)  0.000
O (-1.870293, -2.526694, 1.910565)  0.002
P (-1.653940, -1.322150, 0.795464)  -0.002
S (-0.279825, -2.111560, -0.401420)  0.060
S (-1.549292, 0.371889, 1.787390)  0.002
O (-3.104141, -1.312190, 0.058231)  0.000
C (-3.450430, -2.198549, -0.997386)  0.000
C (-3.951462, -3.527337, -0.463384)  0.001
H (-3.714722, -3.595480, 4.468587)  0.000
H (-2.051227, -4.034323, 4.047538)  0.000
H (-3.370701, -4.428029, 2.942101)  0.000
H (-2.447462, -1.582638, 3.646684)  0.000
H (-3.762461, -1.978180, 2.547944)  0.000
H (-2.584753, -2.350418, -1.645809)  0.000
H (-4.224720, -1.684162, -1.571397)  0.000
H (-3.157082, -4.030417, 0.089106)  0.001
H (-4.263998, -4.174664, -1.287034)  0.000
H (-4.801086, -3.383155, 0.207886)  0.000
C (2.156535, -1.316545, 1.921915)  0.001
C (2.597511, 0.110400, 1.989643)  0.000
C (3.553777, 0.505515, 2.962445)  0.000
C (3.926091, 1.814459, 3.045816)  -0.001
C (3.361589, 2.771327, 2.168567)  0.000
C (3.677005, 4.152755, 2.185353)  -0.001
Br (4.933322, 4.855717, 3.438011)  0.000
C (3.073185, 5.000716, 1.293231)  0.000
C (2.154099, 4.538331, 0.362649)  0.001
Br (1.371599, 5.789643, -0.833871)  0.000
C (1.764012, 3.180062, 0.237743)  0.003
O (0.952896, 2.736760, -0.595050)  0.036
C (2.427420, 2.291452, 1.227059)  0.002
N (2.075548, 0.986109, 1.160549)  0.014
H (2.760991, -1.938296, 2.584064)  0.000
H (2.210687, -1.694546, 0.901827)  0.000
H (1.105119, -1.403976, 2.203605)  0.000
H (3.963264, -0.248962, 3.622653)  0.000
H (4.650772, 2.146286, 3.778841)  0.000
H (3.307802, 6.057947, 1.303241)  0.000
Cl (-0.375376, 3.449129, -3.589098)  0.007
C (0.036414, 1.803965, -4.042009)  0.036
C (0.811751, 1.648539, -5.176233)  0.000
C (1.121637, 0.382484, -5.655986)  0.047
C (0.607166, -0.719187, -4.968092)  0.003
C (-0.159115, -0.550307, -3.838697)  0.030
C (-0.470298, 0.724166, -3.287794)  0.026
C (-1.228122, 0.821201, -2.069564)  0.054
H (1.160635, 2.540319, -5.682296)  -0.001
H (1.735091, 0.261614, -6.540344)  0.004
H (0.819324, -1.725642, -5.315373)  -0.001
H (-0.521520, -1.413808, -3.291312)  0.002
H (-1.959283, 0.017954, -1.984408)  0.004
H (-1.644109, 1.800611, -1.844071)  0.008

Atomic forces in eV per Å
0.6 0.3 -0.2
0.0 -0.1 0.0
-0.1 0.1 0.1
-0.1 -0.1 -0.1
-0.1 -0.4 0.3
0.0 0.2 0.1
0.0 0.0 0.1
-0.1 0.1 -0.1
0.0 0.0 0.0
0.0 -0.1 0.0
0.0 0.0 0.0
0.0 0.0 0.0
0.0 0.0 0.0
0.0 0.0 0.0
0.0 0.0 0.0
0.0 0.0 0.0
0.0 0.0 0.0
0.0 0.0 0.0
0.0 0.0 0.0
0.0 0.0 0.0
-0.1 0.0 -0.1
0.3 0.2 0.3
-0.3 0.0 -0.3
0.0 0.1 0.0
0.2 -0.1 0.3
-0.2 -0.1 -0.2
0.0 0.0 0.0
0.1 0.2 0.1
0.0 -0.1 -0.1
0.0 0.0 0.0
0.1 -0.3 0.2
0.0 0.1 0.0
-0.2 0.0 -0.3
-0.2 -0.2 0.0
0.0 0.0 0.0
0.0 0.0 0.0
0.0 0.0 0.0
0.1 0.1 0.0
0.0 0.0 0.0
0.0 0.0 0.0
0.0 -0.1 0.0
-0.1 0.1 0.0
0.0 0.0 0.0
0.0 0.0 0.0
0.0 0.0 0.0
0.0 0.0 0.1
0.1 -0.1 -0.1
-0.2 0.0 -0.1
0.0 0.0 0.0
0.0 0.0 0.0
0.0 0.0 0.0
0.0 0.0 0.0
0.0 0.1 0.0
0.0 0.0 -0.1

molar mass	733.2	g mol⁻¹
HOMO-LUMO gap (spin up / spin down)	3.88 / 4.74	eV
LUMO (spin up / spin down)	4.054 / 4.053	eV
energy relative to the best compared isomer or geometry (same formula, charge and spin)	0.00	kcal per mole
multiplicity	2
net charge	-2

(5)
This record from the Open Molecules 2025 dataset describes a molecular structure, C34H19F15Ge2N3O2STa in a non-equilibrium geometry. The level of theory is the ωB97M-V functional and the def2-TZVPD basis.

Last column: Löwdin charge in e.
Cartesian coordinates (Å):
Ta (0.597400, 0.712700, 0.445900)  1.637
O (-1.048900, 1.139900, 4.296900)  0.191
C (-0.849200, 0.901700, 3.141300)  -0.413
N (0.376900, 0.724700, 2.506100)  -0.049
C (1.498200, 0.932100, 3.313500)  -0.416
O (1.496500, 1.225200, 4.472800)  0.194
C (2.785400, 0.770700, 2.549200)  -0.178
C (3.996500, 0.913900, 3.214500)  0.069
C (5.173400, 0.772700, 2.491900)  0.032
C (5.093400, 0.489300, 1.133400)  0.009
C (3.846000, 0.381100, 0.544600)  -0.108
N (2.710500, 0.511000, 1.236400)  -0.053
C (-2.003500, 0.794100, 2.171200)  -0.181
C (-3.285000, 0.577300, 2.658200)  0.053
C (-4.339400, 0.546500, 1.756600)  0.018
C (-4.066000, 0.738500, 0.407400)  0.005
C (-2.754600, 0.935800, 0.003500)  -0.108
N (-1.739200, 0.958600, 0.872400)  -0.025
H (3.986800, 1.155300, 4.267200)  0.143
H (6.132700, 0.887400, 2.971300)  0.136
H (5.984400, 0.377400, 0.535100)  0.133
H (3.742300, 0.207000, -0.519900)  0.111
H (-3.411800, 0.435900, 3.721500)  0.140
H (-5.343400, 0.362700, 2.103400)  0.132
H (-4.858000, 0.729600, -0.324100)  0.128
H (-2.505800, 1.075200, -1.041400)  0.091
F (-0.707500, 6.889000, -1.898800)  0.093
C (-1.314500, 6.212300, -2.884100)  -0.244
C (-1.205600, 4.830800, -2.824400)  -0.146
C (-1.896600, 4.076500, -3.754700)  -0.221
F (-1.858100, 2.741800, -3.645900)  0.044
C (-2.648000, 4.675300, -4.759700)  -0.126
F (-3.312300, 3.928200, -5.627500)  0.153
C (-2.708600, 6.068100, -4.829800)  -0.105
F (-3.424500, 6.647600, -5.770600)  0.178
C (-2.043000, 6.849800, -3.877700)  -0.121
F (-2.136900, 8.165400, -3.924300)  0.164
Ge (-0.136500, 4.047100, -1.361200)  0.884
S (0.122900, 1.840400, -1.609900)  0.364
C (1.797300, 4.664700, -1.323200)  -0.112
C (2.253900, 5.750400, -2.057600)  -0.204
F (1.430800, 6.303400, -2.937100)  0.121
C (3.554500, 6.242500, -1.941500)  -0.120
F (3.932800, 7.293500, -2.638400)  0.172
C (4.461200, 5.602600, -1.092700)  -0.114
F (5.696700, 6.035900, -0.976600)  0.179
C (4.052100, 4.462100, -0.402500)  -0.128
F (4.890200, 3.772600, 0.371200)  0.129
C (2.745600, 4.025700, -0.544100)  -0.195
F (2.404300, 2.837600, 0.075000)  -0.073
C (-0.892200, 4.622800, 0.427900)  -0.112
C (-1.878800, 5.594500, 0.514500)  -0.214
F (-2.621900, 5.840500, -0.561300)  0.116
C (-2.143500, 6.283400, 1.698800)  -0.119
F (-3.059600, 7.230900, 1.716300)  0.169
C (-1.432400, 5.973500, 2.862700)  -0.107
F (-1.663000, 6.625900, 3.980000)  0.184
C (-0.500200, 4.931700, 2.827200)  -0.131
F (0.169800, 4.563000, 3.906700)  0.155
C (-0.274000, 4.293100, 1.619500)  -0.195
F (0.581500, 3.212100, 1.594500)  -0.018
C (0.725400, -4.119300, -1.358600)  -0.195
Ge (1.572300, -2.444400, -0.736500)  0.818
C (2.599000, -2.732300, 0.958700)  -0.203
C (2.527600, -1.533800, -2.247000)  -0.212
C (-0.000400, -1.266800, -0.230400)  -0.414
H (1.462900, -4.869200, -1.633000)  0.035
H (0.102200, -3.924700, -2.228500)  0.030
H (0.100200, -4.549900, -0.580100)  0.030
H (3.670500, -2.731900, 0.783300)  0.023
H (2.344200, -3.714400, 1.349600)  0.030
H (2.366000, -1.999900, 1.730500)  -0.006
H (3.599900, -1.700400, -2.191900)  0.024
H (2.327500, -0.464200, -2.318500)  -0.016
H (2.189400, -1.991000, -3.172700)  0.028
H (-0.545300, -1.839000, 0.517800)  0.024
H (-0.624900, -1.219900, -1.122800)  0.015

Atomic forces in eV per Å
-2.2 -1.6 -1.0
0.1 -0.2 -0.4
-1.5 0.2 0.2
0.3 -0.1 -1.0
1.0 0.2 0.6
0.2 -0.2 -0.4
0.6 0.1 0.9
-0.3 0.0 -0.3
-0.2 -0.1 -0.2
-0.3 0.0 0.1
0.5 -0.1 -0.6
-1.2 0.2 -0.1
-0.5 0.0 0.6
0.3 0.1 -0.2
0.3 -0.1 0.0
0.2 0.1 0.2
-0.3 0.0 -0.5
1.7 -0.3 0.3
-0.1 -0.1 0.0
0.1 0.0 0.1
0.0 0.0 -0.1
0.1 -0.1 0.0
0.0 0.1 0.0
-0.1 0.0 0.0
0.0 0.0 -0.1
0.0 0.0 0.1
-0.2 0.5 -0.3
0.0 -0.3 0.0
0.2 -0.5 0.3
0.0 0.4 0.1
-0.2 -0.1 -0.3
0.1 0.0 0.2
0.0 0.0 0.0
0.2 -0.2 0.3
0.1 0.0 0.1
0.1 -0.3 0.1
0.0 0.1 0.0
0.4 1.5 0.5
0.3 -1.0 1.0
-0.6 -0.4 -0.1
0.2 -0.2 0.2
0.4 0.3 -0.2
-0.1 -0.3 0.2
0.1 0.0 -0.1
-0.5 -0.2 -0.1
0.0 0.0 0.0
-0.3 -0.1 0.0
0.1 0.1 -0.1
-0.2 -0.3 0.0
0.7 0.7 -0.1
0.2 -0.3 -0.5
0.0 -0.2 0.2
-0.3 0.3 0.3
0.2 -0.2 0.0
-0.1 0.0 0.1
0.0 -0.2 -0.5
0.0 -0.1 -0.1
0.1 -0.1 -0.3
-0.1 0.0 0.1
-0.1 -0.1 -0.2
-0.1 0.5 0.3
0.0 0.4 0.2
0.6 -0.4 -0.1
-0.3 0.0 -0.6
-0.2 -0.4 0.6
0.8 2.0 0.7
0.2 0.1 0.0
0.0 0.1 -0.1
0.0 0.1 0.1
0.1 0.1 -0.1
-0.1 -0.1 0.0
0.0 0.0 0.0
0.1 0.0 0.1
0.0 0.1 0.0
-0.1 0.0 -0.1
0.0 0.0 0.3
0.0 0.2 -0.2

molar mass	1144.8	g mol⁻¹
HOMO-LUMO gap	6.25	eV
LUMO	-7.875	eV
energy relative to the best compared isomer or geometry (same formula, charge and spin)	25.38	kcal per mole
net charge	+2